No. 1
This record from the Open Molecules 2025 dataset describes a molecular structure, C32H29N3O3SSeTa. The level of theory is ωB97M-V/def2-TZVPD.

Last column: natural (NBO) charge in e.
CARTESIAN COORDINATES (ANGSTROEM)
Ta -0.98938 -1.57447 -0.51778  2.261
C 0.29371 1.89180 4.28352  -0.598
C 1.28694 2.54300 3.30940  -0.093
C 2.54105 1.66077 3.18542  -0.600
C 1.70324 3.90460 3.86633  -0.615
C 0.63926 2.65408 1.92962  0.076
C 0.47194 3.88460 1.26944  -0.180
C -0.08249 3.98579 0.00634  -0.158
C -0.46949 2.80990 -0.62225  -0.255
S -1.15373 2.58797 -2.20759  0.657
C -1.17545 0.92126 -1.99650  0.105
N -0.72855 0.50397 -0.78979  -0.704
C -0.32131 1.57997 0.01511  0.193
C 0.21578 1.49424 1.28928  -0.280
C -1.63563 -0.09118 -2.95064  -0.124
C -2.10846 0.19891 -4.21613  -0.148
C -2.54749 -0.84397 -5.03298  -0.114
C -2.52157 -2.15877 -4.58911  -0.168
C -2.05746 -2.45937 -3.31240  -0.131
C -1.60039 -1.43214 -2.48088  -0.509
H 0.74041 1.82839 5.27602  0.240
H 0.02418 0.87702 3.98061  0.192
H -0.62129 2.48035 4.36363  0.229
H 3.03850 1.57483 4.15167  0.254
H 3.26183 2.09746 2.48634  0.203
H 2.29227 0.64100 2.86866  0.181
H 2.15617 3.76788 4.84779  0.243
H 0.84808 4.57006 3.99548  0.227
H 2.44162 4.40162 3.23349  0.215
H 0.78286 4.79490 1.76105  0.257
H -0.20054 4.95023 -0.46976  0.259
H 0.31285 0.53320 1.78386  0.223
H -2.14910 1.21881 -4.58085  0.249
H -2.92002 -0.61983 -6.02408  0.263
H -2.87145 -2.95291 -5.23543  0.263
H -2.05443 -3.49009 -2.97858  0.245
O -2.08606 -5.76086 1.12398  -0.607
C -3.00073 -5.16969 1.87671  0.460
C -3.84516 -5.87047 2.73202  -0.319
C -4.76362 -5.18742 3.49675  -0.016
C -4.88905 -3.78080 3.45172  -0.241
C -4.08189 -3.07179 2.62455  -0.088
C -3.11497 -3.74366 1.80586  -0.246
C -2.34290 -2.97925 0.95525  0.746
O -1.42794 -3.40307 0.07896  -0.687
O -2.40494 -1.64721 0.87229  -0.721
H -2.09199 -6.72115 1.24936  0.519
H -3.77146 -6.94942 2.79369  0.255
H -5.41186 -5.75151 4.15614  0.257
H -5.62370 -3.28676 4.07064  0.261
H -4.15461 -1.99484 2.56147  0.245
C 2.06178 -1.26872 -3.44481  -0.418
N 2.39578 -0.34979 -2.35740  -0.315
C 2.22675 -0.53868 -1.05156  0.279
Se 1.47056 -2.04303 -0.17098  0.093
N 2.73186 0.50018 -0.38317  -0.508
C 3.25292 1.42056 -1.28439  0.168
C 3.88746 2.64614 -1.10501  -0.230
C 4.29199 3.28937 -2.25464  -0.157
C 4.07769 2.73876 -3.53303  -0.161
C 3.44978 1.52434 -3.70885  -0.211
C 3.03833 0.87710 -2.54640  0.089
H 1.75304 -2.22354 -3.02914  0.237
H 2.94696 -1.42007 -4.05826  0.257
H 1.26048 -0.84777 -4.05167  0.227
H 2.72661 0.58974 0.62493  0.464
H 4.06912 3.06375 -0.12386  0.249
H 4.80012 4.24098 -2.17697  0.255
H 4.42693 3.28341 -4.39958  0.256
H 3.30027 1.10126 -4.69292  0.249

Properties
Net charge: +3
Max |F| in eV/Å: 0.6
Gap between HOMO and LUMO in Ha: 0.234
Relative energy (zero: lowest compared OMol25 entry of this formula, charge and spin) in kJ/mol: 0.0
HOMO in Ha: -0.618


No. 2
This record from the Open Molecules 2025 dataset describes C5H10N6 in the gas phase in a non-equilibrium geometry. The level of theory is ωB97M-V/def2-TZVPD.

Last column: natural (NBO) charge in e.
CARTESIAN COORDINATES (ANGSTROEM)
H -1.26065 2.15508 -1.59921  0.348
N -0.56528 1.75792 -1.05103  -0.745
C -0.95205 1.17679 -0.02270  0.472
N -2.26120 1.26652 0.51076  -0.843
C -0.11240 0.28897 0.84812  -0.269
C -0.52111 -1.22947 0.86642  -0.398
C -0.58912 -1.68004 -0.62331  -0.635
C 1.46444 0.24099 0.25619  0.341
N 2.40793 -0.46353 0.94866  -0.345
N 3.50502 -0.41810 0.20319  -0.065
N 3.39605 0.21386 -0.88769  -0.064
N 2.11885 0.71676 -0.82753  -0.403
H -2.41932 0.50614 1.15999  0.399
H -2.88084 1.84754 0.05763  0.395
H 0.01304 0.59012 1.81165  0.241
H 0.26015 -1.60187 1.52940  0.251
H -1.48982 -1.38924 1.45384  0.200
H -1.60652 -1.70545 -1.09391  0.218
H -0.08225 -1.02233 -1.22633  0.212
H -0.06633 -2.63676 -0.83478  0.230
H 1.64140 1.38609 -1.47939  0.460

Properties
Max |F| in eV/Å: 5.5
Gap between HOMO and LUMO in Ha: 0.393
Relative energy (zero: lowest compared OMol25 entry of this formula, charge and spin) in kJ/mol: 392.0
SMILES string: [H]/N=C(\N)[C@@H](CC)c1nnn[nH]1
HOMO in Ha: -0.371


No. 3
This record from the Open Molecules 2025 dataset describes a molecular structure, ClH2N2O in a non-equilibrium geometry. The level of theory is ωB97M-V/def2-TZVPD.

Last column: natural (NBO) charge in e.
CARTESIAN COORDINATES (ANGSTROEM)
N -1.37916 1.97446 1.92398  -0.046
N -1.64722 1.04310 1.44404  0.040
O 0.34825 -0.11533 -0.06809  -1.087
Cl 1.73584 -1.56151 -2.25158  -0.801
H -0.23741 -0.82214 -0.11400  0.436
H 1.17970 -0.51859 -0.93435  0.458

Properties
Net charge: -1
Max |F| in eV/Å: 4.8
Gap between HOMO and LUMO in Ha: 0.346
Relative energy (zero: lowest compared OMol25 entry of this formula, charge and spin) in kJ/mol: 51.9
HOMO in Ha: -0.166


No. 4
This record from the Open Molecules 2025 dataset describes a molecular structure, C17H15Cl2CrN3O6. The level of theory is ωB97M-V/def2-TZVPD.

Last column: Mulliken spin population.
CARTESIAN COORDINATES (ANGSTROEM)
Cr 0.17492 -0.41675 -1.04039  3.953
O -1.19535 -2.68984 -3.65291  0.003
C -1.18088 -2.63759 -2.32973  -0.008
O -0.15121 -2.53759 -1.68452  0.003
C -2.55605 -2.80612 -1.71976  0.006
O -2.71653 -2.04962 -0.55219  0.001
C -3.46104 -0.85593 -0.73902  0.013
C -2.78117 0.22867 -1.58401  -0.016
O -3.44535 1.21320 -1.86578  0.005
O -1.56096 0.02637 -1.92962  -0.010
H -0.27739 -2.65716 -3.96855  0.003
H -2.63883 -3.86495 -1.45410  0.001
H -3.31551 -2.58328 -2.47249  -0.001
H -3.63131 -0.44087 0.25427  -0.005
H -4.44053 -1.06829 -1.17734  0.000
Cl 4.96252 -0.64760 0.12479  0.001
C 3.65295 -0.89348 1.23246  0.000
C 3.94446 -1.05340 2.59116  -0.003
C 2.94474 -1.24763 3.50165  0.008
Cl 3.34100 -1.45138 5.18192  0.001
C 1.59521 -1.28212 3.08531  0.000
C 0.49816 -1.48641 3.94816  0.006
C -0.76945 -1.51290 3.43723  0.002
C -0.95285 -1.32172 2.05917  0.015
N 0.04293 -1.11730 1.23029  0.039
C 1.31384 -1.10545 1.70819  -0.004
C 2.35547 -0.92262 0.72679  -0.012
O 2.08223 -0.80608 -0.53156  -0.028
H 4.97699 -1.02424 2.90996  0.000
H 0.67839 -1.62510 5.00521  0.001
H -1.62879 -1.67701 4.07206  0.000
H -1.94508 -1.34816 1.62778  -0.019
C -0.31058 5.05154 -1.73048  -0.001
N 0.32629 3.79211 -1.39033  0.004
C 1.63439 3.61253 -1.00748  0.005
C 1.79384 2.27695 -0.80731  0.052
N 0.60095 1.64556 -1.06097  -0.079
C -0.26042 2.58369 -1.41497  0.066
H 0.41904 5.85028 -1.62893  0.000
H -1.14543 5.24948 -1.06107  0.000
H -0.66951 5.02880 -2.75758  0.000
H 2.31622 4.43943 -0.91929  0.000
H 2.66691 1.72068 -0.51268  0.002
H -1.28719 2.41129 -1.70333  -0.001

Properties
Max |F| in eV/Å: 0.6
Gap between HOMO and LUMO (spin up / spin down) in Ha: 0.276 / 0.280
Relative energy (zero: lowest compared OMol25 entry of this formula, charge and spin) in kJ/mol: 0.0
2S+1: 5
HOMO (spin up / spin down) in Ha: -0.267 / -0.272


No. 5
This record from the Open Molecules 2025 dataset describes a molecular structure, C38H45IrNO9P5S2Te. The level of theory is ωB97M-V/def2-TZVPD.

Last column: Mulliken spin population.
CARTESIAN COORDINATES (ANGSTROEM)
Ir -0.00027 0.73154 0.19455  0.077
Te -3.48566 3.71048 1.05811  0.296
C -5.39208 2.77422 0.98392  0.009
C -6.10209 2.84365 -0.20915  -0.014
C -7.32175 2.18597 -0.28929  0.004
N -7.84960 1.49408 0.71410  0.002
C -7.17052 1.45054 1.85332  0.005
C -5.94077 2.07155 2.04421  0.016
C -2.55402 2.23656 0.02979  0.560
P -0.93763 2.51361 -0.74754  -0.003
C -1.26086 2.40348 -2.52923  -0.001
C -2.36815 1.72153 -3.01930  0.029
C -2.58047 1.62522 -4.38644  0.005
C -1.69643 2.22380 -5.27093  -0.001
C -0.60458 2.93219 -4.78595  0.001
C -0.38286 3.01964 -3.42191  -0.009
C -0.40957 4.20591 -0.45209  0.012
C -1.03498 5.26591 -1.11502  0.015
C -0.69091 6.56869 -0.79514  -0.002
C 0.26636 6.81623 0.18097  0.001
C 0.88651 5.76526 0.84150  -0.003
C 0.54836 4.45795 0.52645  0.004
P -2.21585 0.52666 0.57473  -0.005
C -3.01810 -0.65961 -0.51813  0.061
C -4.34325 -0.42307 -0.89071  0.034
C -5.00188 -1.32672 -1.70419  0.005
C -4.33772 -2.46462 -2.15069  -0.001
C -3.02375 -2.69973 -1.77716  0.003
C -2.35601 -1.79971 -0.95587  -0.002
C -2.93688 0.24533 2.21602  -0.017
C -2.66767 1.09261 3.29361  0.040
C -3.25612 0.86796 4.52575  -0.018
C -4.10572 -0.21800 4.70856  -0.002
C -4.35611 -1.08009 3.65258  0.002
C -3.77393 -0.85207 2.41278  0.011
H -5.72279 3.38667 -1.06534  -0.003
H -7.89694 2.21839 -1.20820  0.000
H -7.62259 0.88720 2.66212  0.000
H -5.43629 1.98656 2.99587  -0.007
H -3.08271 1.27225 -2.34271  -0.073
H -3.44453 1.08864 -4.75534  0.001
H -1.86313 2.15126 -6.33743  0.000
H 0.07529 3.42006 -5.47189  0.001
H 0.46788 3.57941 -3.05242  0.001
H -1.77395 5.07145 -1.88239  0.000
H -1.16810 7.39270 -1.30814  0.000
H 0.52973 7.83665 0.42591  0.000
H 1.63062 5.96161 1.60134  0.000
H 1.01906 3.63065 1.04678  0.001
H -4.85832 0.46577 -0.54207  -0.050
H -6.03079 -1.14793 -1.98741  0.000
H -4.85058 -3.16925 -2.79189  0.000
H -2.51123 -3.58670 -2.12412  0.000
H -1.32974 -1.98241 -0.66170  0.000
H -1.98607 1.92337 3.17718  0.029
H -3.04689 1.54161 5.34711  -0.002
H -4.56674 -0.38989 5.67235  0.000
H -5.00526 -1.93488 3.78657  0.000
H -3.98380 -1.53866 1.60432  0.003
C 3.12193 -0.70211 3.69485  0.000
C 2.06147 -0.35216 2.66166  -0.003
O 2.63012 0.30268 1.51884  0.001
P 1.29771 -1.82527 1.89037  0.000
O 0.70913 -2.73001 3.03154  0.000
O 2.36163 -2.76126 1.28128  0.000
O 0.23792 -1.31604 0.95820  -0.002
P 0.75724 0.77538 3.34248  0.000
O -0.20829 -0.30311 4.07920  0.000
O 1.27743 1.77155 4.28577  0.000
O -0.01977 1.36373 2.14330  -0.008
H 4.00831 -1.06114 3.17182  0.000
H 2.78021 -1.48249 4.37435  0.000
H 3.37059 0.18046 4.28514  0.000
H 3.11236 1.09004 1.79993  0.000
H 0.05908 -2.23991 3.56171  0.000
H 2.89843 -2.35289 0.53754  0.000
H -0.44245 -0.01390 4.97021  0.000
C 3.81070 3.10790 -1.31170  0.000
C 4.82442 2.05388 -0.92036  0.000
C 6.03458 2.02292 -1.83272  0.000
O 4.25254 0.71877 -0.79843  0.001
P 3.28951 -0.09427 -1.73471  0.001
S 3.39212 -2.00043 -1.38422  0.000
S 1.38428 0.79872 -1.72509  -0.003
O 3.83972 0.30649 -3.16302  -0.001
C 3.34355 0.10755 -4.51908  0.000
C 2.42050 -1.08419 -4.65349  0.000
C 2.72560 1.40647 -4.99277  0.001
H 4.29311 4.08529 -1.26474  0.000
H 2.95566 3.10718 -0.63740  0.000
H 3.44552 2.95395 -2.32801  0.000
H 5.16334 2.24264 0.10137  0.000
H 5.74026 1.92823 -2.87623  0.000
H 6.68427 1.18774 -1.57554  0.000
H 6.59770 2.94894 -1.70948  0.000
H 4.26153 -0.08191 -5.07747  0.000
H 1.49141 -0.93449 -4.10075  0.000
H 2.89464 -1.99623 -4.29775  0.000
H 2.17355 -1.20837 -5.70870  0.000
H 1.80251 1.60736 -4.45045  0.000
H 2.49617 1.33616 -6.05703  0.000
H 3.41669 2.23688 -4.84589  0.000

Properties
Net charge: +1
Max |F| in eV/Å: 0.9
Gap between HOMO and LUMO (spin up / spin down) in Ha: 0.258 / 0.221
Relative energy (zero: lowest compared OMol25 entry of this formula, charge and spin) in kJ/mol: 156.3
2S+1: 2
HOMO (spin up / spin down) in Ha: -0.393 / -0.394